Entry 1:
{
  "formula": "C9H21PS2",
  "method": "ωB97M-V/def2-TZVPD",
  "relative_energy_kj_mol": 321.13,
  "max_force_ev_per_a": 4.05,
  "lumo_ha": 0.0300,
  "orbital_gap_ev": 9.27,
  "e_tot_ha": -1493.186551,
  "e_homo_ev": -8.45,
  "species": ["C", "C", "C", "C", "C", "C", "S", "S", "P", "C", "C", "C", "H", "H", "H", "H", "H", "H", "H", "H", "H", "H", "H", "H", "H", "H", "H", "H", "H", "H", "H", "H", "H"],
  "positions_angstrom": [[4.84, -1.49, -0.66], [3.49, -0.93, -0.74], [2.86, -0.84, 0.66], [1.58, 0.03, 0.73], [1.65, 1.54, 0.40], [0.55, 2.38, 0.94], [0.44, -0.73, -0.50], [-1.11, -1.45, 0.61], [-2.57, 0.04, 0.93], [-3.69, -0.41, -0.43], [-3.57, 0.48, -1.68], [-5.09, -0.17, 0.32], [4.79, -2.45, -0.10], [5.23, -1.57, -1.66], [5.46, -0.82, -0.08], [3.36, 0.03, -1.13], [2.87, -1.46, -1.51], [2.70, -1.89, 0.93], [3.63, -0.51, 1.33], [1.13, -0.25, 1.65], [1.68, 1.58, -0.72], [2.60, 1.86, 0.73], [0.72, 2.84, 1.87], [-0.41, 1.77, 1.14], [0.23, 3.15, 0.25], [-3.11, -1.02, 1.66], [-3.50, -1.48, -0.72], [-3.94, 1.40, -1.42], [-2.52, 0.46, -2.12], [-4.15, 0.02, -2.46], [-5.00, 0.98, 0.69], [-5.20, -0.59, 1.36], [-5.94, -0.51, -0.29]]
}

---

Entry 2:
{
  "formula": "C9H22AlO4S2",
  "method": "ωB97M-V/def2-TZVPD",
  "max_force_ev_per_a": 2.15,
  "lumo_ha": 0.1024,
  "orbital_gap_ev": 6.72,
  "e_tot_ha": -1695.862845,
  "charge": -1,
  "e_homo_ev": -3.94,
  "species": ["C", "C", "S", "C", "Al", "C", "C", "C", "S", "O", "O", "O", "H", "H", "H", "H", "H", "H", "H", "H", "H", "H", "H", "H", "H", "H", "H", "H", "C", "C", "O", "C", "H", "H", "H", "H", "H", "H"],
  "positions_angstrom": [[-3.37, 2.37, 3.81], [-2.23, 1.34, 3.69], [-1.32, 1.55, 2.11], [-1.03, -0.10, 1.44], [0.39, -0.15, -0.05], [1.21, 1.67, -0.45], [0.36, 2.74, -1.17], [-0.29, 2.34, -2.51], [-1.96, 1.68, -2.42], [-1.99, 0.41, -3.06], [-2.51, 1.67, -1.11], [-2.81, 2.70, -3.38], [-2.93, 3.32, 4.12], [-4.05, 2.08, 4.62], [-3.91, 2.49, 2.88], [-2.63, 0.33, 3.78], [-1.52, 1.54, 4.49], [-1.95, -0.52, 1.02], [-0.73, -0.78, 2.25], [1.59, -1.03, 0.56], [-0.11, -0.94, -1.37], [2.11, 1.51, -1.06], [1.50, 2.10, 0.51], [-0.36, 3.20, -0.50], [1.05, 3.56, -1.45], [0.33, 1.68, -3.10], [-0.39, 3.27, -3.09], [-3.73, 2.41, -3.22], [3.42, -4.27, 0.53], [2.72, -3.76, -0.71], [1.95, -2.84, -0.67], [3.04, -4.47, -2.02], [3.10, -3.67, 1.39], [3.16, -5.32, 0.71], [4.50, -4.17, 0.42], [2.77, -5.53, -1.95], [4.11, -4.39, -2.24], [2.48, -4.01, -2.82]]
}

---

Entry 3:
{
  "formula": "C9H22AsN2O2SeSi2V",
  "method": "ωB97M-V/def2-TZVPD",
  "relative_energy_kj_mol": 32.10,
  "max_force_ev_per_a": 0.86,
  "lumo_ha": [-0.0347, -0.0038],
  "spin_multiplicity": 3,
  "s2": 2.055,
  "orbital_gap_ev": [7.31, 8.33],
  "e_tot_ha": -6776.441758,
  "e_homo_ev": [-8.26, -8.43],
  "species": ["V", "N", "C", "C", "O", "O", "H", "H", "H", "H", "Se", "C", "N", "C", "Si", "C", "C", "As", "Si", "C", "C", "C", "H", "H", "H", "H", "H", "H", "H", "H", "H", "H", "H", "H", "H", "H", "H", "H", "H", "H"],
  "positions_angstrom": [[-0.55, -1.31, -0.66], [-0.15, 0.54, 0.34], [-0.74, 0.34, 1.71], [-1.25, -1.10, 1.78], [-2.32, -1.37, 2.26], [-0.44, -1.94, 1.12], [0.85, 0.66, 0.40], [-0.54, 1.37, -0.09], [-1.56, 1.03, 1.87], [0.02, 0.49, 2.47], [-4.23, 0.04, -3.55], [-2.94, -0.46, -2.48], [-2.05, -0.81, -1.79], [-0.16, 0.36, -4.38], [1.50, -0.17, -3.70], [2.53, -0.92, -5.08], [2.39, 1.34, -3.01], [1.49, -1.73, -1.94], [0.27, -3.59, -2.70], [1.46, -5.02, -2.94], [-0.73, -3.33, -4.26], [-0.90, -4.01, -1.28], [0.03, 1.04, -5.22], [-0.76, 0.90, -3.64], [-0.76, -0.47, -4.75], [2.68, -0.20, -5.88], [2.04, -1.80, -5.51], [3.51, -1.24, -4.72], [2.54, 2.08, -3.80], [3.36, 1.09, -2.60], [1.81, 1.82, -2.22], [2.18, -4.79, -3.73], [0.93, -5.93, -3.22], [2.03, -5.21, -2.03], [-0.12, -3.00, -5.11], [-1.53, -2.60, -4.12], [-1.20, -4.28, -4.54], [-0.38, -4.17, -0.33], [-1.40, -4.95, -1.54], [-1.73, -3.32, -1.11]]
}

---

Entry 4:
{
  "formula": "C9H22BN4O6P",
  "method": "ωB97M-V/def2-TZVPD",
  "max_force_ev_per_a": 1.02,
  "lumo_ha": 0.0166,
  "orbital_gap_ev": 8.98,
  "e_tot_ha": -1392.841570,
  "e_homo_ev": -8.53,
  "species": ["N", "P", "C", "O", "C", "O", "O", "C", "B", "N", "O", "H", "H", "H", "H", "H", "H", "H", "H", "C", "N", "C", "C", "O", "H", "H", "H", "H", "H", "H", "H", "C", "N", "C", "C", "O", "H", "H", "H", "H", "H", "H", "H"],
  "positions_angstrom": [[-1.35, -3.13, 0.15], [-1.46, -2.02, 1.26], [-3.03, -1.05, 1.14], [-2.72, 0.03, 0.20], [-3.82, 0.16, -0.57], [-4.30, 1.19, -0.93], [-4.29, -1.08, -0.84], [-4.18, -1.78, 0.42], [-5.57, -1.73, 1.21], [-5.59, -1.61, 2.66], [-6.73, -1.85, 0.51], [-1.28, -4.06, 0.54], [-1.47, -2.50, 2.58], [-0.50, -1.02, 1.21], [-3.30, -0.58, 2.08], [-3.90, -2.82, 0.23], [-5.65, -0.67, 3.02], [-6.42, -2.09, 3.01], [-6.66, -2.44, -0.25], [0.00, 3.95, -0.75], [0.52, 2.85, 0.03], [1.97, 2.65, 0.10], [-0.29, 2.00, 0.68], [0.10, 1.06, 1.35], [0.30, 3.87, -1.80], [0.36, 4.91, -0.37], [-1.09, 3.95, -0.70], [2.25, 1.68, -0.28], [2.30, 2.71, 1.14], [2.45, 3.43, -0.48], [-1.36, 2.23, 0.55], [6.70, -0.99, -1.48], [5.36, -0.50, -1.28], [4.50, -0.25, -2.43], [4.86, -0.26, -0.05], [3.73, 0.15, 0.16], [7.29, -0.29, -2.08], [6.68, -1.96, -1.99], [7.19, -1.12, -0.52], [4.20, 0.79, -2.46], [3.60, -0.86, -2.37], [5.05, -0.50, -3.33], [5.57, -0.48, 0.76]]
}

---

Entry 5:
{
  "formula": "C9H22BaF3N5O14S",
  "method": "ωB97M-V/def2-TZVPD",
  "relative_energy_kj_mol": 0.00,
  "max_force_ev_per_a": 2.81,
  "lumo_ha": 0.1484,
  "orbital_gap_ev": 7.35,
  "e_tot_ha": -2406.436432,
  "charge": -2,
  "e_homo_ev": -3.31,
  "species": ["Ba", "N", "O", "O", "O", "N", "O", "O", "O", "N", "O", "O", "O", "C", "F", "F", "F", "S", "O", "O", "O", "C", "C", "C", "O", "C", "N", "H", "H", "H", "H", "H", "H", "H", "H", "H", "H", "H", "C", "C", "C", "O", "C", "N", "H", "H", "H", "H", "H", "H", "H", "H", "H", "H", "H"],
  "positions_angstrom": [[0.63, -1.02, 1.60], [4.06, -0.67, 0.05], [3.64, -0.28, -1.07], [5.27, -0.78, 0.28], [3.25, -0.88, 1.01], [0.23, 1.64, 3.77], [0.07, 0.41, 3.95], [1.39, 1.99, 3.38], [-0.66, 2.46, 3.93], [1.14, -3.65, 3.44], [1.77, -3.43, 2.37], [0.00, -3.10, 3.44], [1.47, -4.33, 4.40], [-3.66, 1.84, 0.22], [-3.41, 1.31, -0.99], [-2.78, 2.86, 0.35], [-4.91, 2.32, 0.24], [-3.36, 0.60, 1.68], [-1.92, 0.33, 1.66], [-3.72, 1.43, 2.83], [-4.23, -0.56, 1.48], [0.53, 3.83, 0.39], [0.46, 2.45, -0.29], [0.95, 2.64, -1.78], [0.37, 1.63, -2.59], [-0.09, 2.05, -3.86], [1.31, 1.52, 0.49], [0.01, 4.67, -0.10], [1.58, 4.16, 0.42], [0.15, 3.99, 1.40], [-0.51, 1.97, -0.44], [2.02, 2.44, -1.79], [0.60, 3.63, -2.10], [0.72, 2.51, -4.44], [-0.84, 2.82, -3.63], [-0.62, 1.24, -4.36], [1.51, 1.85, 1.42], [2.15, 1.39, -0.06], [1.39, -3.27, -1.41], [0.38, -2.20, -1.83], [-1.07, -2.44, -1.38], [-0.98, -2.51, 0.03], [-2.14, -3.08, 0.59], [0.82, -0.92, -1.26], [2.30, -3.33, -2.00], [0.96, -4.25, -1.67], [1.56, -3.33, -0.34], [0.41, -2.11, -2.93], [-1.39, -3.41, -1.77], [-1.75, -1.69, -1.79], [-3.04, -2.47, 0.53], [-2.03, -3.31, 1.65], [-2.44, -4.00, 0.06], [1.83, -0.82, -1.34], [0.57, -0.14, -1.85]]
}

---

Entry 6:
{
  "formula": "C9H22ClI2N3OPRh",
  "method": "ωB97M-V/def2-TZVPD",
  "relative_energy_kj_mol": 0.00,
  "max_force_ev_per_a": 5.98,
  "lumo_ha": [-0.2541, -0.4053],
  "spin_multiplicity": 5,
  "s2": 6.028,
  "orbital_gap_ev": [8.89, 4.15],
  "e_tot_ha": -2102.435570,
  "charge": 2,
  "e_homo_ev": [-15.81, -15.18],
  "species": ["I", "I", "Rh", "P", "C", "C", "H", "H", "H", "C", "H", "H", "H", "H", "H", "H", "C", "O", "Cl", "C", "N", "C", "C", "N", "N", "C", "C", "H", "H", "H", "H", "H", "H", "H", "H", "H", "H", "H", "H", "H"],
  "positions_angstrom": [[-1.12, 0.53, -2.66], [2.23, 1.38, 1.08], [0.57, -1.25, -0.20], [1.69, -2.96, -0.89], [3.00, -2.86, -2.16], [2.56, -3.62, 0.57], [-0.24, -4.38, -0.84], [1.05, -5.07, -1.91], [0.04, -3.69, -2.47], [0.52, -4.16, -1.60], [1.81, -3.85, 1.33], [3.13, -4.51, 0.29], [3.43, -3.86, -2.31], [3.79, -2.17, -1.83], [3.23, -2.84, 0.94], [2.57, -2.50, -3.10], [1.61, -0.29, -1.40], [2.29, 0.28, -2.16], [-0.66, -2.68, 1.23], [-2.98, 0.71, 2.10], [-2.28, 1.78, 1.40], [-3.09, 2.95, 1.14], [-1.12, 1.51, 0.68], [-0.76, 0.28, 0.55], [-0.54, 2.68, 0.23], [-0.42, 3.78, 1.17], [0.27, 2.89, -0.91], [-3.80, 1.17, 2.66], [-2.30, 0.21, 2.79], [-3.40, -0.03, 1.40], [-2.87, 3.76, 1.84], [-2.95, 3.32, 0.11], [-4.14, 2.68, 1.29], [-1.44, -0.30, 1.06], [0.60, 4.16, 1.16], [-1.09, 4.60, 0.89], [-0.64, 3.46, 2.19], [1.33, 2.68, -0.71], [-0.06, 2.24, -1.73], [0.18, 3.93, -1.23]]
}